No. 1
C20H26N2O3 in the gas phase, computed with wB97M-V/def2-TZVPD.

```
51
Properties=species:S:1:pos:R:3:forces:R:3
C -6.112 -0.042 -1.004 0.014 0.219 0.096
C -5.477 1.014 -0.107 0.106 -0.221 0.062
C -4.054 0.661 0.321 -0.051 0.169 -0.200
C -3.063 0.689 -0.844 -0.378 0.166 0.098
N -1.705 0.434 -0.392 -0.115 0.050 -0.249
C -0.839 1.490 -0.322 0.236 0.017 -0.069
O -1.201 2.633 -0.545 -0.063 0.213 0.063
C 0.573 1.169 -0.022 0.495 0.357 0.104
C 1.355 1.895 0.869 -0.277 -0.007 -0.104
N 2.599 1.380 0.845 0.012 0.117 0.111
C 2.665 0.357 -0.069 -0.529 -0.161 -0.272
C 1.405 0.203 -0.634 0.568 0.012 0.170
C 1.053 -0.756 -1.713 0.128 -0.088 -0.063
H 1.919 -0.922 -2.348 -0.045 -0.043 -0.079
H 0.767 -1.718 -1.288 -0.025 -0.065 -0.045
H 0.224 -0.379 -2.307 -0.085 -0.023 -0.054
C 3.899 -0.346 -0.347 0.210 -0.182 -0.089
O 4.040 -1.245 -1.143 -0.009 0.106 0.096
O 4.913 0.134 0.420 -0.326 0.205 0.046
C 6.193 -0.458 0.218 0.456 -0.297 -0.216
C 6.917 0.164 -0.968 -0.329 -0.068 0.249
H 7.910 -0.269 -1.057 0.131 -0.029 -0.032
H 6.363 -0.034 -1.882 0.015 -0.011 -0.079
H 7.008 1.239 -0.835 0.058 0.085 -0.002
H 6.738 -0.283 1.149 -0.087 -0.057 -0.101
H 6.064 -1.533 0.057 0.055 0.169 0.116
H 3.388 1.694 1.386 -0.076 0.002 -0.031
C 0.966 3.016 1.761 -0.019 -0.015 0.059
H 0.760 2.658 2.771 -0.004 0.026 0.070
H 0.071 3.491 1.369 0.009 0.057 0.019
H 1.765 3.754 1.818 0.015 0.100 0.033
C -1.433 -0.822 0.181 0.115 -0.478 0.313
C -0.839 -0.910 1.438 -0.165 -0.025 -0.027
C -0.574 -2.143 2.001 0.042 -0.031 0.034
C -0.918 -3.306 1.334 0.029 -0.091 0.010
C -1.533 -3.226 0.096 -0.033 -0.070 0.029
C -1.788 -1.996 -0.480 -0.017 0.183 0.016
H -2.250 -1.949 -1.454 -0.037 0.042 -0.108
H -1.809 -4.128 -0.430 -0.021 -0.066 -0.048
H -0.713 -4.269 1.778 0.017 -0.083 0.039
H -0.108 -2.196 2.974 0.037 0.004 0.081
H -0.595 -0.005 1.973 0.005 0.051 0.045
H -3.060 1.680 -1.303 -0.029 -0.189 -0.006
H -3.337 -0.052 -1.597 0.032 0.057 -0.016
H -4.044 -0.331 0.781 0.003 0.007 0.073
H -3.717 1.382 1.070 0.080 -0.033 0.035
H -5.469 1.976 -0.624 -0.043 0.093 0.051
H -6.089 1.126 0.791 -0.007 0.094 -0.023
H -5.602 -0.104 -1.962 0.015 -0.077 -0.136
H -6.073 -1.020 -0.528 -0.012 -0.140 0.011
H -7.154 0.204 -1.195 -0.099 -0.053 -0.082
```
Positions in Å, forces in eV/Å.

Computed properties:
* HOMO-LUMO gap: 8.94 eV
* SMILES: CCCCN(C(=O)c1c(C)[nH]c(C(=O)OCC)c1C)c1ccccc1
* max |F|: 0.62 eV/Å
* LUMO energy: 0.7 eV
* HOMO level: -8.24 eV

Atomic partial charges in e from the natural (NBO) method, atoms 1 to 8: -0.608 -0.391 -0.408 -0.218 -0.481 0.690 -0.623 -0.250



No. 2
C4H6N4O in the gas phase at a distorted geometry, computed with wB97M-V/def2-TZVPD.

```
15
Properties=species:S:1:pos:R:3:forces:R:3
C 1.350 -0.873 -0.044 -2.852 -0.108 -1.433
C -0.957 0.171 -0.170 0.553 2.128 0.861
C -2.211 0.134 -0.805 -1.748 -0.137 -0.985
C -2.739 1.325 -0.458 0.275 0.172 1.387
H 3.748 0.387 1.244 -0.207 -1.030 -0.343
H 3.260 -1.078 1.873 -0.124 1.515 -2.467
H 1.791 -1.733 -0.507 0.430 -0.603 0.026
H -0.355 -1.435 -1.138 1.002 1.080 1.399
H -2.745 -0.637 -1.442 1.178 1.087 0.933
H -3.699 1.759 -0.674 0.059 0.281 0.164
N 3.298 -0.499 0.927 -0.003 0.173 2.553
N 1.936 -0.031 0.647 1.445 0.347 1.486
N -0.016 -0.743 -0.417 1.607 -3.352 -1.571
N -0.763 1.287 0.535 1.070 -2.368 -0.361
O -1.900 1.967 0.430 -2.683 0.813 -1.648
```
Positions in Å, forces in eV/Å.

Computed properties:
* HOMO-LUMO gap: 9.17 eV
* SMILES: N/N=C/Nc1ccon1
* max |F|: 4.04 eV/Å
* LUMO energy: 0.8 eV
* HOMO level: -8.42 eV

Atomic partial charges in e from the natural (NBO) method, atoms 1 to 8: 0.249 0.277 -0.388 0.129 0.358 0.345 0.167 0.398



No. 3
2 unconnected molecules or ions with the total composition C10H16 at a distorted geometry, computed with wB97M-V/def2-TZVPD.

```
26
Properties=species:S:1:pos:R:3:forces:R:3
C -3.389 -0.446 1.077 -1.425 -0.423 -0.320
C -0.221 -1.076 -0.813 0.253 -0.649 -0.251
C 0.029 -2.419 -0.554 -0.450 0.103 0.218
C -1.443 -0.521 -0.481 0.182 0.062 0.171
C -2.403 -1.230 0.255 1.301 0.940 0.470
C -0.971 -3.165 0.053 0.327 0.715 0.395
C -2.116 -2.562 0.541 -0.779 0.067 -0.604
H 0.566 -0.463 -1.223 -0.084 0.080 -0.190
H 0.990 -2.885 -0.716 0.092 0.107 -0.284
H -1.546 0.533 -0.697 -0.358 0.153 0.147
H -0.757 -4.161 0.336 0.056 -1.051 0.084
H -4.432 -0.738 0.889 0.161 -0.258 0.051
H -3.418 0.628 0.897 0.565 -0.012 -0.052
H -2.834 -3.132 1.117 0.087 -0.082 0.136
H -3.209 -0.644 2.134 0.053 0.185 0.022
C 2.253 1.400 -0.157 -0.350 0.414 -0.655
C 3.379 2.316 0.390 -0.221 -0.833 0.156
C 1.200 2.166 -0.995 0.767 1.249 0.527
H 2.733 0.598 -0.719 -0.161 0.059 -0.252
H 1.688 0.887 0.622 0.340 0.061 0.285
H 3.317 2.329 1.478 0.396 0.097 -0.004
H 0.401 2.482 -0.321 -0.501 -0.508 -0.342
H 1.599 3.151 -1.265 0.278 -0.207 -0.251
H 0.876 1.735 -1.937 -0.336 -0.410 0.230
H 4.316 1.874 0.049 0.215 0.166 0.454
H 3.390 3.346 0.039 -0.408 -0.026 -0.140
```
Positions in Å, forces in eV/Å.

Computed properties:
* HOMO-LUMO gap: 9.97 eV
* SMILES: Cc1ccccc1.CCC
* max |F|: 1.67 eV/Å
* LUMO energy: 1.0 eV
* HOMO level: -8.95 eV

Atomic partial charges in e from the natural (NBO) method, atoms 1 to 8: -0.632 -0.212 -0.209 -0.211 -0.018 -0.207 -0.213 0.213



No. 4
A gas-phase ion, C5H11N2O2 (charge +1) at a distorted geometry, computed with wB97M-V/def2-TZVPD.

```
20
Properties=species:S:1:pos:R:3:forces:R:3
C 1.158 1.286 -0.388 -1.000 0.088 0.676
C 1.839 0.146 0.521 -3.821 1.885 0.791
C 0.054 -1.354 -0.096 -1.438 -1.888 -0.155
C -1.996 0.253 0.001 -0.239 -1.591 -1.033
C -0.680 -0.237 -0.866 -1.399 2.676 1.487
N 1.671 2.423 -0.196 -0.095 -0.897 -0.865
N 1.563 -1.260 0.155 -3.128 2.366 -0.221
O -1.515 1.168 0.901 -1.905 3.612 1.475
O 0.022 0.998 -1.166 2.331 -0.762 1.223
H 2.804 0.511 0.518 2.420 -0.272 0.204
H 1.371 0.230 1.565 0.787 0.216 -1.480
H -0.389 -1.387 0.924 0.363 0.009 -0.606
H -0.172 -2.395 -0.583 0.587 1.971 0.869
H -2.373 -0.694 0.536 0.110 1.242 -0.755
H -1.117 -0.433 -1.799 -0.001 -1.408 -1.352
H 1.313 3.243 -0.711 -0.205 -0.794 0.329
H -2.834 0.697 -0.656 1.489 -0.969 0.684
H 1.644 -1.808 0.969 1.107 -1.319 0.797
H -2.157 2.015 1.011 2.288 -3.191 -0.454
H 1.985 -1.581 -0.657 1.749 -0.973 -1.612
```
Positions in Å, forces in eV/Å.

Computed properties:
* HOMO-LUMO gap: 10.01 eV
* SMILES: [H]/N=C1/C[NH2+]C[C@@H](CO)O1
* max |F|: 4.34 eV/Å
* LUMO energy: -3.6 eV
* net charge: +1
* HOMO level: -13.64 eV

Atomic partial charges in e from the natural (NBO) method, atoms 1 to 8: 0.558 -0.327 -0.278 -0.052 0.032 -0.649 -0.477 -0.741



No. 5
A molecular structure, C7H18Be2BrClCsLiNO13P2 at a distorted geometry, computed with wB97M-V/def2-TZVPD.

```
47
Properties=species:S:1:pos:R:3:forces:R:3
C -2.056 -0.070 2.254 0.124 1.150 7.686
C -2.182 -0.078 3.677 0.222 0.013 -2.341
O -1.359 -0.843 4.542 -0.672 0.236 -1.483
P -2.025 -2.404 4.768 -6.491 -1.184 0.771
O -2.635 -2.565 6.147 2.805 0.761 -2.692
O -3.302 -2.498 3.668 7.197 0.591 0.875
O -0.973 -3.691 4.356 1.355 3.365 1.201
P 0.543 -3.644 5.141 -0.108 -1.565 -0.461
O 1.517 -2.577 4.178 -1.507 0.014 -0.090
Cl 0.399 -2.669 6.998 0.049 0.174 -0.907
H -1.000 0.015 1.788 -1.758 -0.434 3.425
H -3.013 -0.139 1.587 0.940 1.896 4.530
H -2.947 0.605 4.130 0.253 -1.587 0.081
H -4.138 -2.130 4.223 -0.190 -0.007 0.022
H 1.767 -3.115 3.396 1.072 -0.449 1.601
Cs -1.879 -0.487 0.037 0.788 -2.651 -12.286
C 1.555 4.344 -1.079 0.150 0.100 0.192
O 0.547 3.535 -0.467 -0.245 -0.375 0.073
H 1.219 4.625 -2.073 -0.042 -0.087 0.082
H 1.715 5.247 -0.485 0.064 0.028 -0.105
H 2.487 3.783 -1.160 0.048 0.137 -0.130
H 0.867 3.303 0.409 -0.019 0.132 0.003
Br -5.600 -2.838 4.313 -3.517 -0.481 0.744
O -4.529 -3.258 -2.879 0.289 0.189 0.234
H -5.068 -3.705 -3.543 -0.051 -0.026 -0.024
Be -0.164 -0.729 8.345 -0.826 -2.136 0.754
C 2.189 1.585 -4.823 -0.671 -2.494 -0.487
C 2.687 2.757 -3.950 1.051 3.244 0.980
O 3.537 2.435 -3.107 -0.547 -1.004 -0.510
O 2.167 3.848 -4.209 -0.193 -0.912 -0.291
H 2.680 0.650 -4.552 0.055 0.149 0.053
H 1.113 1.458 -4.700 0.038 0.234 0.028
H 2.406 1.799 -5.873 0.328 0.523 -0.711
N -1.344 -3.783 9.696 -2.129 -2.109 0.043
O -2.078 -3.911 10.670 0.692 0.605 -0.344
O -0.629 -2.735 9.580 1.585 2.843 -0.466
O -1.276 -4.662 8.827 0.534 0.628 -0.032
Be 1.194 -2.940 1.862 -0.906 0.459 -0.560
C 1.263 2.513 -9.412 -0.890 0.656 -0.202
C 2.482 2.187 -8.507 0.023 0.008 -1.603
O 2.117 1.223 -7.678 0.287 0.191 1.153
H 0.404 2.857 -8.833 0.125 -0.091 0.033
H 1.531 3.310 -10.110 0.199 -0.041 0.122
H 0.960 1.646 -10.000 0.220 -0.088 0.231
H 2.779 3.163 -8.068 -0.391 0.065 0.578
H 3.325 1.983 -9.189 0.360 -0.513 0.560
Li 2.745 -3.401 0.104 0.302 -0.157 -0.330
```
Positions in Å, forces in eV/Å.

Computed properties:
* HOMO-LUMO gap: 1.32 eV
* max |F|: 12.59 eV/Å
* LUMO energy: -7.7 eV
* net charge: +1
* HOMO level: -9.00 eV

Atomic partial charges in e from the Löwdin method, atoms 1 to 8: -0.523 -0.131 -0.220 0.519 -0.285 -0.463 -0.466 0.711



No. 6
C6H10O in the gas phase at a distorted geometry, computed with wB97M-V/def2-TZVPD.

```
17
Properties=species:S:1:pos:R:3:forces:R:3
C -0.985 1.744 -0.635 -0.870 -0.973 -0.035
C 0.188 0.796 -0.638 0.160 -0.013 0.151
C 1.127 0.526 0.575 -0.136 0.252 -0.113
C 0.714 -0.915 0.564 -0.640 0.068 -1.511
O 1.694 -1.863 0.452 0.097 -0.515 0.332
C -0.713 -1.145 0.722 -0.369 -0.098 0.563
C -0.469 -0.569 -0.631 3.080 -1.476 0.596
H -0.790 2.757 -1.071 -0.778 -1.047 -0.241
H -1.392 1.906 0.368 0.230 0.003 0.115
H -1.650 0.792 -1.003 -0.183 3.887 -0.433
H 0.795 0.887 -1.545 -0.158 0.083 0.135
H 0.848 1.090 1.471 0.108 -0.167 0.045
H 2.199 0.645 0.385 -0.289 0.047 -0.072
H 1.264 -2.723 0.384 0.182 -0.052 0.056
H -0.998 -2.194 0.674 -0.074 0.090 0.082
H -1.270 -0.584 1.467 -0.221 0.005 0.174
H -0.561 -1.148 -1.541 -0.140 -0.095 0.156
```
Positions in Å, forces in eV/Å.

Computed properties:
* HOMO-LUMO gap: 8.45 eV
* SMILES: C[C@H]1C[C@@]2(O)C[C@@H]12
* max |F|: 3.91 eV/Å
* LUMO energy: 0.9 eV
* HOMO level: -7.60 eV

Atomic partial charges in e from the natural (NBO) method, atoms 1 to 8: -0.640 -0.212 -0.439 0.318 -0.671 -0.449 -0.330 0.216